1.
The following is a DFT calculation (ωB97M-V/def2-TZVPD) of 6 unconnected molecules or ions with the total composition C12H28Br8O2 at a distorted geometry.

The geometry in XYZ format:
```
50
Properties=species:S:1:pos:R:3:lowdin_charge:R:1
Br 6.46 -6.85 -7.51 0.638
C 7.42 -7.93 -8.79 -0.735
C 7.56 -9.38 -8.35 -0.690
Br 8.97 -10.13 -9.43 0.692
H 8.43 -7.58 -8.85 0.024
H 6.97 -7.83 -9.72 0.012
H 6.67 -9.95 -8.63 0.035
H 7.81 -9.66 -7.32 0.052
Br 11.12 -12.82 -15.15 0.576
C 10.77 -13.93 -13.50 -0.587
C 11.01 -13.21 -12.13 -0.606
Br 11.05 -14.63 -10.74 0.630
H 11.48 -14.65 -13.60 -0.008
H 9.79 -14.30 -13.64 0.033
H 10.26 -12.54 -11.78 0.007
H 11.94 -12.64 -12.11 0.062
Br 5.67 -16.69 -5.05 0.659
C 7.43 -17.04 -4.40 -0.756
C 8.34 -16.37 -5.38 -0.767
Br 10.21 -16.60 -4.89 0.600
H 7.71 -18.13 -4.43 0.075
H 7.54 -16.65 -3.34 0.080
H 8.19 -15.28 -5.35 0.038
H 8.22 -16.85 -6.36 0.057
Br 7.09 -12.98 -7.88 0.596
C 6.21 -13.88 -9.41 -0.712
C 7.07 -13.85 -10.65 -0.650
Br 6.12 -15.16 -11.82 0.579
H 5.25 -13.33 -9.56 0.060
H 6.00 -14.99 -9.10 0.077
H 8.14 -14.24 -10.48 0.035
H 7.08 -12.95 -11.25 0.034
C 4.41 -10.35 -12.18 -0.085
C 5.37 -9.26 -12.57 -0.276
O 6.55 -9.24 -11.71 -0.118
H 4.93 -11.29 -12.26 0.059
H 3.58 -10.33 -12.83 0.058
H 4.00 -10.26 -11.15 0.091
H 4.81 -8.28 -12.50 0.126
H 5.76 -9.36 -13.56 0.100
H 7.21 -9.72 -12.19 -0.003
C 10.68 -9.43 -12.65 -0.100
C 9.38 -9.33 -13.37 -0.263
O 8.65 -10.62 -13.28 -0.117
H 11.10 -8.52 -12.30 0.064
H 11.43 -10.03 -13.20 0.078
H 10.53 -9.92 -11.69 0.002
H 9.52 -9.11 -14.46 0.127
H 8.69 -8.56 -13.06 0.102
H 8.91 -11.07 -14.05 0.012
```

* HOMO-LUMO gap: 0.372 Eh
* net charge: 0
* 2S+1: 1

2.
The following is a DFT calculation (ωB97M-V/def2-TZVPD) of 5 unconnected molecules or ions with the total composition C12H28BrN4O4 at a distorted geometry.

The geometry in XYZ format:
```
49
Properties=species:S:1:pos:R:3:lowdin_charge:R:1
Br 0.13 -0.53 0.52 -0.137
C -1.65 2.85 0.05 0.011
C -0.27 3.43 -0.50 -0.662
O -0.34 4.49 -0.96 0.078
N 0.77 2.73 -0.60 0.010
C 1.99 3.28 -0.92 -0.098
H -2.37 2.80 -0.78 0.094
H -1.84 3.45 0.89 0.048
H -1.37 1.94 0.60 0.002
H 0.57 1.76 -0.26 -0.002
H 2.15 3.56 -1.83 0.013
H 2.79 2.51 -0.92 0.105
H 2.37 4.11 -0.30 0.110
C 3.57 -1.70 -1.64 -0.031
C 2.72 -2.47 -2.57 -0.623
O 3.12 -2.92 -3.63 0.022
N 1.50 -2.77 -2.05 -0.001
C 0.64 -3.80 -2.76 -0.082
H 4.05 -2.50 -0.99 0.109
H 3.21 -0.69 -1.17 0.102
H 4.39 -1.57 -2.34 0.059
H 0.99 -2.04 -1.48 0.011
H -0.39 -3.71 -2.34 0.070
H 1.05 -4.83 -2.83 0.076
H 0.61 -3.57 -3.87 0.079
C 0.45 1.59 4.24 0.021
C 0.77 0.24 4.82 -0.527
O 0.72 0.04 6.03 0.012
N 1.23 -0.71 3.94 0.046
C 1.51 -2.13 4.31 -0.034
H 0.38 1.46 3.24 0.020
H 1.00 2.39 4.33 0.024
H -0.54 1.81 4.71 0.115
H 1.08 -0.52 2.99 -0.036
H 2.47 -2.47 4.34 0.051
H 1.29 -2.70 3.56 0.017
H 0.99 -2.43 5.18 0.083
C -4.16 0.47 0.05 0.006
C -4.01 0.25 -1.45 -0.579
O -4.84 0.66 -2.23 0.026
N -2.87 -0.27 -1.85 0.006
C -2.27 -0.55 -3.12 -0.084
H -3.42 0.56 0.71 0.013
H -4.62 -0.38 0.33 0.048
H -4.84 1.28 0.29 0.098
H -2.20 -0.53 -1.12 0.057
H -1.79 0.35 -3.52 0.084
H -3.02 -0.71 -3.92 0.083
H -1.69 -1.51 -3.20 0.088
```

* HOMO-LUMO gap: 0.331 Eh
* energy above the lowest of the compared OMol25 structures with the same formula, charge and spin: 19.4 kcal per mole
* net charge: -1
* 2S+1: 1

3.
The following is a DFT calculation (ωB97M-V/def2-TZVPD) of 5 unconnected molecules or ions with the total composition C12H28BrN4O4 at a distorted geometry.

The geometry in XYZ format:
```
49
Properties=species:S:1:pos:R:3:lowdin_charge:R:1
Br 0.23 0.52 0.26 -0.096
C 0.50 -3.42 0.75 0.000
C -1.02 -3.59 0.85 -0.570
O -1.70 -4.55 0.74 0.070
N -1.61 -2.45 1.33 -0.049
C -2.95 -2.23 1.53 -0.135
H 0.81 -3.65 -0.37 0.126
H 1.01 -4.37 1.27 0.127
H 0.90 -2.70 1.24 -0.029
H -1.08 -1.53 1.29 0.030
H -3.23 -2.57 2.46 0.045
H -3.60 -2.79 0.89 0.078
H -3.07 -1.05 1.56 0.132
C -3.37 2.37 -1.30 0.009
C -2.75 2.49 -2.71 -0.548
O -3.37 2.75 -3.75 -0.012
N -1.46 2.14 -2.78 -0.029
C -0.58 2.00 -3.97 -0.063
H -3.11 3.33 -0.79 0.099
H -2.75 1.78 -0.75 -0.008
H -4.41 2.15 -1.23 0.072
H -1.15 1.46 -1.96 0.074
H 0.23 2.77 -3.72 0.100
H -0.96 2.23 -4.95 0.062
H -0.27 0.93 -3.95 0.059
C 1.56 0.82 3.63 -0.039
C 1.20 2.32 3.98 -0.511
O 1.51 2.87 5.02 0.013
N 0.62 3.03 2.96 -0.030
C 0.36 4.42 2.95 -0.103
H 2.51 0.65 2.88 0.131
H 0.77 0.25 3.22 -0.002
H 1.76 0.25 4.46 0.021
H 0.58 2.41 2.12 0.023
H -0.35 4.74 2.08 0.118
H 1.27 4.92 2.81 0.060
H -0.23 4.72 3.78 0.068
C 3.49 -2.33 -0.34 0.011
C 2.71 -2.46 -1.68 -0.503
O 2.85 -3.48 -2.49 -0.072
N 1.85 -1.49 -1.94 -0.019
C 1.15 -1.39 -3.19 -0.115
H 4.43 -2.17 -0.64 0.031
H 3.41 -3.36 0.01 0.083
H 3.09 -1.65 0.37 0.059
H 1.54 -0.95 -1.17 -0.062
H -0.06 -1.39 -3.13 0.119
H 1.23 -2.25 -4.01 0.120
H 1.51 -0.46 -3.63 0.058
```

* HOMO-LUMO gap: 0.333 Eh
* energy above the lowest of the compared OMol25 structures with the same formula, charge and spin: 7.8 kcal per mole
* net charge: -1
* 2S+1: 1

4.
The following is a DFT calculation (ωB97M-V/def2-TZVPD) of a molecular structure, C12H28BrN4O5PTeTi.

The geometry in XYZ format:
```
53
Properties=species:S:1:pos:R:3:lowdin_charge:R:1
Ti 0.49 0.14 -0.20 0.758
C 3.02 -3.50 0.34 0.017
C 1.98 -2.47 0.06 -0.259
N 2.16 -1.20 0.22 -0.131
O 3.34 -0.86 0.86 -0.075
C 0.65 -2.86 -0.38 -0.276
C 0.23 -4.24 -0.74 -0.006
N -0.15 -1.83 -0.40 -0.242
O -1.38 -1.87 -0.68 -0.154
H 4.00 -3.06 0.47 0.084
H 3.03 -4.23 -0.47 0.096
H 2.76 -4.05 1.25 0.106
H 3.47 0.08 0.60 -0.029
H 0.42 -4.95 0.07 0.088
H 0.74 -4.61 -1.62 0.093
H -0.84 -4.23 -0.94 0.081
N -2.16 0.96 3.75 0.067
C -0.84 1.68 3.82 -0.080
C -0.14 1.54 2.49 -0.198
N 0.02 0.14 2.05 -0.096
C -1.21 -0.67 2.18 -0.172
C -1.91 -0.51 3.51 -0.077
H -2.71 1.33 2.97 0.193
H -2.70 1.10 4.60 0.187
H -0.29 1.24 4.65 0.140
H -1.04 2.73 4.05 0.144
H 0.84 2.01 2.53 0.107
H -0.71 2.06 1.71 0.107
H 0.80 -0.30 2.53 0.140
H -0.96 -1.72 2.03 0.135
H -1.89 -0.39 1.36 0.112
H -1.32 -0.86 4.36 0.141
H -2.87 -1.02 3.51 0.146
C 1.29 -0.67 -3.55 -0.050
C -0.16 -0.31 -3.36 -0.258
O -0.27 0.51 -2.16 -0.447
P -1.73 1.24 -1.68 0.065
O -1.23 1.23 -0.19 -0.504
Te -3.65 0.24 -2.34 0.526
O -1.60 2.70 -2.24 -0.296
C -0.45 3.56 -2.01 -0.281
C -0.71 4.87 -2.70 -0.061
H 1.41 -1.24 -4.46 0.093
H 1.66 -1.28 -2.72 0.063
H 1.91 0.23 -3.62 0.088
H -0.80 -1.18 -3.21 0.097
H -0.55 0.28 -4.19 0.124
H 0.44 3.06 -2.40 0.091
H -0.33 3.68 -0.93 0.095
H -0.86 4.71 -3.77 0.086
H 0.14 5.53 -2.56 0.085
H -1.60 5.35 -2.30 0.084
Br 2.25 1.94 -0.12 0.256
```

* HOMO-LUMO gap (alpha / beta): 0.237 / 0.237 Eh
* energy above the lowest of the compared OMol25 structures with the same formula, charge and spin: 2.5 kcal per mole
* net charge: +1
* <S²>: 0.754
* 2S+1: 2

5.
The following is a DFT calculation (ωB97M-V/def2-TZVPD) of a molecular structure, C12H28InN4O4 at a distorted geometry.

The geometry in XYZ format:
```
49
Properties=species:S:1:pos:R:3:lowdin_charge:R:1
In -0.45 -0.45 -0.52 0.971
C 5.55 -3.96 -0.41 0.032
C 4.26 -4.01 0.44 -0.488
O 3.26 -3.35 0.17 0.098
N 4.33 -4.88 1.45 0.069
C 3.18 -5.23 2.32 -0.003
H 6.02 -2.98 -0.35 0.093
H 5.38 -4.26 -1.45 0.096
H 6.27 -4.73 -0.13 0.085
H 5.17 -5.37 1.74 0.156
H 2.45 -5.63 1.62 0.103
H 2.76 -4.33 2.77 0.086
H 3.47 -6.02 3.01 0.103
C -6.87 2.28 -0.36 0.035
C -5.54 2.67 0.35 -0.491
O -4.48 2.27 -0.05 0.119
N -5.59 3.60 1.31 0.102
C -6.80 4.25 1.79 -0.004
H -7.07 1.22 -0.25 0.097
H -6.65 2.42 -1.42 0.097
H -7.80 2.73 -0.01 0.078
H -4.74 3.83 1.82 0.166
H -7.43 3.43 2.14 0.119
H -7.29 4.78 0.98 0.117
H -6.51 5.01 2.53 0.112
C 4.89 0.83 3.91 0.043
C 3.49 0.16 3.84 -0.456
O 2.81 0.37 2.82 0.094
N 2.97 -0.59 4.79 0.088
C 3.66 -1.21 5.91 -0.007
H 5.66 0.11 3.66 0.099
H 5.07 1.19 4.93 0.093
H 4.94 1.62 3.16 0.097
H 2.00 -0.87 4.73 0.165
H 4.59 -0.70 6.20 0.105
H 3.78 -2.28 5.80 0.105
H 3.00 -1.25 6.77 0.111
C -3.49 2.23 -5.56 0.037
C -2.16 1.51 -5.78 -0.438
O -1.76 0.80 -4.80 0.072
N -1.45 1.63 -6.89 0.074
C -0.20 1.03 -7.18 -0.024
H -3.36 2.78 -4.63 0.094
H -4.30 1.51 -5.45 0.102
H -3.69 2.91 -6.39 0.093
H -1.77 2.33 -7.55 0.167
H -0.26 -0.06 -7.22 0.113
H 0.51 1.28 -6.39 0.111
H 0.18 1.39 -8.14 0.113
```

* HOMO-LUMO gap: 0.051 Eh
* energy above the lowest of the compared OMol25 structures with the same formula, charge and spin: 125.6 kcal per mole
* net charge: +3
* 2S+1: 1

6.
The following is a DFT calculation (ωB97M-V/def2-TZVPD) of 2 unconnected molecules or ions with the total composition C12H28NO3S.

The geometry in XYZ format:
```
45
Properties=species:S:1:pos:R:3:lowdin_charge:R:1
C 1.10 0.42 -0.17 -0.137
C 1.48 0.40 -1.65 -0.278
C 0.33 0.69 -2.63 -0.245
C -1.08 0.30 -2.16 -0.220
C -1.30 -1.19 -1.78 -0.380
N -0.25 -2.04 -2.22 -0.087
C -0.59 -3.41 -2.10 -0.559
C -0.85 -3.93 -0.67 -0.110
C 0.53 -4.25 -2.74 -0.269
C 0.41 -4.33 -4.26 -0.143
H 1.99 0.57 0.44 0.055
H 0.39 1.22 0.07 0.059
H 0.67 -0.55 0.09 0.062
H 1.83 -0.61 -1.88 0.078
H 2.31 1.09 -1.83 0.085
H 0.32 1.76 -2.86 0.089
H 0.53 0.17 -3.56 0.088
H -1.34 0.94 -1.30 0.079
H -1.77 0.58 -2.96 0.086
H -1.51 -1.21 -0.68 0.070
H -2.29 -1.50 -2.23 0.085
H -1.53 -3.65 -2.69 0.112
H -1.25 -4.95 -0.70 0.053
H 0.08 -3.94 -0.11 0.062
H -1.58 -3.31 -0.14 0.042
H 1.48 -3.77 -2.47 0.095
H 0.53 -5.26 -2.33 0.088
H 1.28 -4.81 -4.71 0.049
H -0.48 -4.90 -4.55 0.055
H 0.32 -3.32 -4.67 0.059
O -1.29 3.00 2.51 -0.270
S -0.63 2.60 3.71 0.565
O -1.35 2.66 4.95 -0.287
O 0.72 3.44 3.85 -0.266
C 0.62 4.87 3.68 -0.254
C 0.02 5.57 4.88 -0.077
C 0.11 1.02 3.53 -0.111
H 0.06 5.07 2.77 0.113
H 1.65 5.19 3.52 0.120
H -1.03 5.30 5.02 0.071
H 0.08 6.65 4.73 0.078
H 0.56 5.31 5.79 0.082
H 0.68 0.98 2.61 0.056
H -0.71 0.30 3.50 0.084
H 0.73 0.84 4.40 0.075
```

* HOMO-LUMO gap: 0.153 Eh
* net charge: -1
* 2S+1: 1

7.
The following is a DFT calculation (ωB97M-V/def2-TZVPD) of C12H28OP2 in the gas phase at a distorted geometry.

The geometry in XYZ format:
```
43
Properties=species:S:1:pos:R:3:lowdin_charge:R:1
C -2.69 0.89 1.63 -0.097
C -2.83 -0.30 2.60 -0.244
C -2.50 -1.65 1.91 -0.210
C -1.05 -2.11 2.15 -0.204
C -0.07 -1.68 1.05 -0.214
C 1.35 -1.36 1.60 -0.194
C 1.62 0.15 1.63 -0.198
C 2.38 0.66 0.39 -0.193
C 1.86 2.02 -0.08 -0.211
C 2.13 2.28 -1.56 -0.211
C 1.06 1.62 -2.46 -0.260
C 1.58 0.37 -3.20 -0.470
P 0.54 -1.15 -3.15 0.722
P -1.52 -0.51 -3.39 0.441
O -1.85 0.92 -3.14 -0.515
H -1.94 0.68 0.88 0.043
H -3.65 1.06 1.15 0.069
H -2.40 1.81 2.14 0.066
H -2.20 -0.15 3.47 0.095
H -3.86 -0.35 2.93 0.093
H -2.68 -1.52 0.85 0.100
H -3.18 -2.39 2.31 0.098
H -0.74 -1.74 3.12 0.100
H -1.03 -3.19 2.21 0.107
H 0.03 -2.50 0.34 0.093
H -0.43 -0.81 0.52 0.078
H 2.10 -1.88 1.02 0.101
H 1.40 -1.74 2.62 0.096
H 2.20 0.38 2.52 0.105
H 0.67 0.68 1.72 0.095
H 2.34 -0.08 -0.40 0.091
H 3.42 0.77 0.69 0.111
H 2.33 2.80 0.52 0.111
H 0.79 2.09 0.07 0.100
H 3.14 1.99 -1.85 0.107
H 2.07 3.36 -1.72 0.102
H 0.20 1.36 -1.86 0.065
H 0.73 2.35 -3.19 0.102
H 1.76 0.61 -4.24 0.064
H 2.54 0.05 -2.80 0.054
H 0.55 -1.50 -1.78 -0.120
H -1.91 -0.95 -4.67 -0.035
H -2.24 -1.36 -2.52 -0.031
```

* HOMO-LUMO gap: 0.359 Eh
* net charge: 0
* 2S+1: 1

8.
The following is a DFT calculation (ωB97M-V/def2-TZVPD) of a molecular structure, C12H29AlF5MgNO13PS2 at a distorted geometry.

The geometry in XYZ format:
```
65
Properties=species:S:1:pos:R:3:lowdin_charge:R:1
C 1.56 -4.84 -1.24 -0.257
P 2.48 -4.90 -2.80 0.947
H 2.10 -4.44 -0.39 0.038
H 0.68 -4.22 -1.40 0.054
H 1.17 -5.81 -0.97 0.055
H 2.07 -3.83 -3.65 -0.043
H 3.87 -4.82 -2.67 0.006
H 2.09 -6.10 -3.50 -0.275
C -0.27 -1.33 -3.83 -0.302
S -0.02 -2.41 -5.22 0.900
O 1.21 -3.23 -4.92 -0.673
C 0.46 -1.11 -6.37 -0.316
H -0.54 -1.91 -2.94 0.003
H 0.66 -0.79 -3.61 0.071
H -1.08 -0.64 -4.04 0.025
H 1.34 -0.59 -5.99 0.027
H -0.42 -0.46 -6.43 -0.047
H 0.70 -1.53 -7.35 0.072
C -3.26 0.16 -5.45 -0.764
O -4.30 0.63 -5.88 0.102
O -3.38 -0.86 -4.53 0.067
O -2.07 0.48 -5.76 -0.236
H -4.34 -0.91 -4.45 0.123
F -1.90 -2.14 -1.95 -0.238
Al -0.21 1.59 -5.70 0.960
O 2.86 -1.84 0.31 -0.131
H 2.55 -2.45 -0.37 -0.090
C 1.08 -1.46 2.87 -0.048
C 0.83 -0.07 3.44 -0.365
C 1.85 0.31 4.58 -0.160
O 1.59 -0.28 5.81 -0.135
C 2.10 -1.59 5.98 -0.069
N -0.53 0.02 3.87 0.140
H 0.76 -2.26 3.54 0.076
H 0.53 -1.58 1.94 0.084
H 2.14 -1.60 2.65 0.066
H 0.97 0.65 2.63 0.156
H 1.77 1.39 4.74 0.111
H 2.87 0.11 4.25 0.138
H 3.05 -1.72 5.47 0.100
H 1.37 -2.33 5.62 0.086
H 2.24 -1.75 7.05 0.099
H -0.75 0.97 4.17 0.078
H -0.63 -0.53 4.72 0.107
O -0.96 -0.26 -1.19 0.135
H -1.85 -0.57 -0.90 0.054
C -4.94 3.61 -2.77 -0.691
F -4.95 4.92 -2.96 0.148
F -5.27 3.37 -1.51 0.140
F -5.85 3.06 -3.56 0.154
S -3.28 2.92 -3.13 0.480
O -2.39 3.58 -2.21 -0.231
O -3.03 3.25 -4.52 -0.251
O -3.40 1.50 -2.88 -0.222
Mg 2.47 -6.80 -5.37 0.679
C 0.38 5.94 6.27 -0.033
C 1.70 5.48 5.70 -0.305
O 1.55 4.06 5.70 0.132
C 0.22 3.81 5.57 -0.542
O -0.23 2.75 5.28 0.160
O -0.51 4.91 5.81 0.094
F 2.74 5.81 6.49 0.089
H 0.39 5.95 7.36 0.149
H 0.07 6.91 5.90 0.144
H 1.90 5.82 4.68 0.176
```

* HOMO-LUMO gap: 0.060 Eh
* net charge: +1
* 2S+1: 1

| no. | energy (Eh) |
| --- | --- |
| 1 | -21216.5674 |
| 2 | -3568.0737 |
| 3 | -3568.0922 |
| 4 | -5102.0241 |
| 5 | -1182.9735 |
| 6 | -1152.6370 |
| 7 | -1231.9333 |
| 8 | -3586.1810 |